No. 1
The following is a DFT calculation (ωB97M-V with the def2-TZVPD basis set) of the molecule C13H14ClNO4.

```
33
Properties=species:S:1:pos:R:3:forces:R:3
C 1.9632 2.2426 1.1643 0.03 0.00 0.10
C 0.7133 1.8711 1.3602 -0.18 0.05 -0.05
C -0.4758 2.5718 0.7732 0.03 0.34 -0.01
N -1.5491 1.6459 0.4793 0.27 0.01 0.53
C -2.1526 1.5802 -0.7155 -0.50 -0.57 0.16
O -1.9206 2.3119 -1.6517 0.05 0.23 -0.44
C -3.2185 0.4641 -0.8011 -0.13 0.46 0.10
O -2.6100 -0.8121 -1.0169 -0.01 -0.15 -0.41
C -2.0804 -1.4419 0.0251 0.15 -0.19 0.26
O -2.0936 -1.0308 1.1565 -0.05 -0.15 0.01
C -1.4355 -2.7591 -0.4015 -0.01 0.03 -0.08
O -0.1818 -2.9364 0.2054 0.04 -0.03 0.10
C 0.8186 -2.0530 -0.0938 0.29 0.12 0.00
C 0.7292 -1.0259 -1.0265 -0.23 -0.23 0.06
C 1.8177 -0.2016 -1.2585 0.27 -0.06 0.09
C 2.9962 -0.4028 -0.5646 -0.25 -0.13 -0.10
Cl 4.3539 0.6222 -0.8647 0.21 0.17 -0.04
C 3.0975 -1.4220 0.3712 -0.06 0.07 -0.08
C 2.0124 -2.2398 0.6038 -0.28 -0.04 -0.04
H 2.7863 1.7325 1.6327 0.14 -0.13 0.11
H 2.2146 3.0759 0.5298 0.02 0.19 -0.19
H 0.4815 1.0288 1.9995 0.07 -0.16 0.14
H -0.8430 3.3185 1.4921 0.06 -0.03 -0.16
H -0.2184 3.0866 -0.1550 -0.03 0.01 0.14
H -1.7624 0.9518 1.1855 -0.12 0.03 -0.29
H -3.8197 0.4386 0.1130 0.04 -0.04 -0.13
H -3.8448 0.6384 -1.6763 0.14 0.02 0.17
H -2.0516 -3.5849 -0.0326 0.02 0.17 -0.11
H -1.3794 -2.8057 -1.4957 0.01 0.01 0.16
H -0.1711 -0.8485 -1.5919 -0.12 0.00 -0.07
H 1.7401 0.5951 -1.9809 0.01 0.09 -0.06
H 4.0191 -1.5722 0.9107 0.09 0.00 0.04
H 2.0651 -3.0393 1.3249 0.02 -0.10 0.10
```
Forces are in eV/Å.

Maximum force (eV Å⁻¹): 0.8
Structure (SMILES): C=CCNC(=O)COC(=O)COc1ccc(Cl)cc1



No. 2
The following is a DFT calculation (ωB97M-V with the def2-TZVPD basis set) of the molecule C7H14.

```
21
Properties=species:S:1:pos:R:3:forces:R:3
C -1.0281 1.6672 0.7884 -0.04 -0.02 0.05
C -0.2550 1.0335 -0.3501 0.02 0.15 -0.02
C -0.5793 -0.3444 -0.8845 -0.05 -0.11 -0.11
C -1.6926 -1.2036 -0.3290 -0.02 0.01 0.07
C 0.7219 -0.1049 -0.1562 0.06 -0.03 0.01
C 0.9500 -0.6787 1.2284 -0.06 0.00 0.04
C 1.9797 -0.1012 -1.0036 0.02 0.02 -0.04
H -1.7597 2.3839 0.3979 0.11 -0.11 0.05
H -0.3658 2.2113 1.4720 -0.07 -0.06 -0.11
H -1.5854 0.9370 1.3829 0.12 0.09 -0.08
H 0.0446 1.7568 -1.1089 -0.01 -0.13 0.10
H -0.4725 -0.4487 -1.9649 0.01 0.04 0.17
H -1.5134 -2.2585 -0.5659 -0.04 0.13 0.03
H -2.6580 -0.9193 -0.7643 0.13 -0.05 0.06
H -1.7869 -1.1274 0.7582 0.02 -0.01 -0.17
H 1.7381 -0.1170 1.7454 -0.11 -0.07 -0.07
H 1.2783 -1.7239 1.1662 -0.05 0.14 -0.01
H 0.0586 -0.6479 1.8607 0.12 0.01 -0.11
H 1.7937 0.3287 -1.9945 0.00 -0.05 0.15
H 2.7799 0.4806 -0.5290 -0.11 -0.06 -0.05
H 2.3521 -1.1237 -1.1492 -0.05 0.14 0.03
```
Forces are in eV/Å.

Maximum force (eV Å⁻¹): 0.2
Structure (SMILES): C[C@@H]1[C@H](C)C1(C)C



No. 3
The following is a DFT calculation (ωB97M-V with the def2-TZVPD basis set) of a structure of composition C9H31Li2N8O9 at a distorted geometry.

```
59
Properties=species:S:1:pos:R:3:forces:R:3
Li 3.9409 13.5451 2.7743 -0.63 -0.07 -0.23
Li 5.4966 16.4787 3.7536 -0.86 -0.08 0.14
C 2.5564 15.9816 2.6589 -0.10 -0.14 0.08
O 3.8822 15.5706 2.7708 0.98 -0.68 0.48
H 1.8181 15.1635 2.7054 0.13 -0.20 0.19
H 2.2980 16.6619 3.4818 -0.22 0.25 -0.21
H 2.3365 16.4653 1.6971 0.13 0.33 0.11
C 4.9083 16.2107 -0.5287 -0.94 1.06 -0.78
C 4.8361 14.8477 -1.2010 0.75 0.39 1.81
O 6.1489 14.3532 -1.3971 -0.19 -0.26 -0.68
O 5.5403 16.2631 0.7463 -0.43 -0.67 -0.32
H 3.8757 16.5787 -0.4278 -0.07 -0.09 0.09
H 5.3555 16.9419 -1.2052 0.48 -0.15 0.14
H 4.2694 14.9360 -2.1236 0.29 -0.20 -0.23
H 4.3055 14.1983 -0.4899 -0.22 -0.25 -0.30
H 6.6315 14.4668 -0.5720 -0.07 0.10 0.04
H 4.8178 15.9530 1.3411 0.42 0.05 0.41
C -3.0445 15.4449 3.5469 -0.05 -0.55 0.03
C -1.6969 15.9744 4.0025 0.20 -0.46 -0.22
O -0.7447 14.9125 3.7523 0.28 0.67 0.94
O -3.6464 14.6289 4.5550 0.22 0.59 0.66
H -2.8739 14.7467 2.7270 0.17 0.63 -0.58
H -3.7138 16.2581 3.2642 -0.05 -0.01 -0.07
H -1.7296 16.2835 5.0519 -0.11 -0.52 0.19
H -1.3242 16.8705 3.5003 -0.53 0.01 -0.55
H -0.0459 15.0795 4.4059 0.01 -0.52 -0.14
H -4.0053 13.8306 4.1680 -0.01 0.01 -0.15
C 4.9587 16.0826 6.6954 -0.70 -0.90 -0.78
O 5.4254 16.7983 5.7908 0.26 -0.28 -0.34
N 4.0778 15.0821 6.4094 0.79 0.82 0.45
N 5.2950 16.2441 7.9983 0.55 0.39 -0.08
H 3.8456 14.9234 5.4438 -0.32 -0.14 0.06
H 3.7996 14.4538 7.1393 -0.32 -0.23 -0.28
H 6.2500 16.5333 8.1398 -0.18 0.34 0.18
H 4.8696 15.7259 8.7440 -0.05 -0.24 -0.12
C 0.7511 15.8255 6.8515 -1.24 -2.54 0.37
O 0.9525 14.6510 6.4862 0.23 1.02 -0.40
N 1.4149 16.8730 6.3459 0.88 1.27 -1.16
N -0.1923 16.0610 7.7898 -0.42 1.65 0.81
H 1.7625 16.7632 5.4053 0.29 -0.42 0.22
H 1.2607 17.8495 6.5352 -0.48 -0.18 0.55
H -0.8424 15.3975 8.1661 0.44 -0.71 -0.36
H -0.4500 17.0038 8.0372 0.22 0.03 -0.14
C 2.1701 12.2180 4.8596 1.25 -2.79 0.19
O 3.2114 12.3898 4.1939 -0.51 1.59 0.44
N 0.9254 12.1681 4.3345 -0.61 1.09 -0.35
N 2.2717 11.6390 6.0952 0.33 0.88 -0.74
H 0.2028 11.9031 4.9829 -0.18 0.21 0.01
H 0.6556 12.9646 3.7683 -0.05 -0.23 -0.17
H 3.2088 11.4140 6.3745 -0.13 -0.19 0.32
H 1.4608 11.4111 6.6337 0.10 -0.02 0.32
C 2.0016 12.2955 0.6891 0.21 -1.76 -1.95
O 3.0527 12.4709 1.3109 -0.38 0.55 0.26
N 1.6734 11.0358 0.2104 0.88 0.84 1.07
N 1.2629 13.2957 0.1638 0.74 1.56 1.34
H 0.7170 10.7891 0.0405 -0.02 -0.21 -0.04
H 2.3352 10.3623 0.5674 -0.52 -0.40 -0.08
H 0.3282 13.2516 -0.1918 -0.08 -0.35 -0.04
H 1.5746 14.1675 0.5809 -0.58 0.12 -0.41
```
Forces are in eV/Å.

Maximum force (eV Å⁻¹): 3.1
Charge: +1



No. 4
The following is a DFT calculation (ωB97M-V with the def2-TZVPD basis set) of a structure of composition C34H62N2O8P3S2 at a distorted geometry.

```
111
Properties=species:S:1:pos:R:3:forces:R:3
C -0.1249 -2.2675 1.8845 0.93 6.87 -6.93
C 0.0167 -1.2305 0.9281 -2.67 -6.59 6.26
C -0.2890 0.1690 0.0586 1.80 -0.97 2.08
C 1.1299 0.9951 0.2984 2.13 0.46 1.70
C 2.1284 0.2446 1.4152 2.91 -1.80 3.00
C 3.3698 -0.7609 1.0097 -0.34 0.61 3.84
C 4.3463 -1.4727 2.1591 -3.11 2.40 1.38
C 4.1295 -1.2211 3.7774 -2.25 1.49 -3.19
C 5.1374 -1.9893 4.8319 0.44 0.93 -1.00
C 2.9215 -0.1801 4.1998 0.60 -1.01 -3.88
C 1.9611 0.5266 3.0567 2.49 -2.14 -0.93
O -1.2097 1.0819 0.7146 -0.05 -1.98 -1.57
C -2.5969 1.0093 0.3936 -0.43 0.31 0.36
S -3.3000 0.7053 2.1735 -0.25 1.79 0.11
P -3.2346 2.7874 0.1162 -0.04 1.34 0.52
C -3.4133 3.3568 -1.6689 -0.32 1.09 -2.17
C -1.7715 3.8984 0.7959 -0.51 0.61 0.97
C -2.5400 5.2994 1.2920 0.55 0.25 0.47
C -3.1245 -0.1908 -0.5726 -2.67 0.34 2.74
S -3.3870 -1.5901 0.7223 0.75 -2.42 -1.48
C -4.6438 0.1673 -0.9699 -2.13 1.19 -0.33
C -5.7371 -1.0031 -1.2558 -1.90 -0.87 -0.01
C -7.0069 -0.9411 -0.1606 -0.54 0.57 -1.42
C -8.0894 0.1340 -0.8337 0.44 0.29 -0.19
O -8.8745 -0.4827 -1.9512 1.93 1.67 -0.29
N -2.1562 -0.6250 -1.6950 -0.64 0.03 -1.00
C -2.6143 -0.1403 -3.0807 -0.08 1.70 -4.65
C -3.7138 -1.0007 -3.8985 -4.30 2.40 -1.76
C -4.8382 -0.2050 -4.5507 3.50 -1.50 1.41
P -2.1713 -2.4315 -1.9301 1.21 -6.98 2.45
O -1.3809 -3.3357 -0.9538 -1.85 2.96 -2.30
C -0.7103 -0.1066 -1.5029 1.20 4.27 -0.90
C -0.4342 1.4033 -2.1526 0.31 0.97 -0.66
C 0.3098 1.6839 -3.4059 -0.96 -0.28 0.19
P 0.6091 -1.2894 -2.2774 1.95 -2.60 -1.24
N 0.4018 -1.4804 -4.0758 0.78 0.39 1.56
O 2.2202 -0.6437 -2.2534 -1.07 -0.92 -0.17
H -0.1227 -3.2407 2.5390 0.17 2.51 -1.69
H 0.9633 2.0694 0.8003 -0.30 -2.50 -1.26
H 1.7906 1.2078 -0.6142 -1.27 -0.69 1.12
H 3.6305 -1.0193 -0.1001 -0.73 0.69 2.35
H 5.2079 -2.1939 1.8225 -1.92 1.60 0.63
H 5.5764 -2.9624 4.3033 -1.21 2.08 1.29
H 4.6572 -2.2191 5.8804 0.86 0.44 -2.31
H 6.0684 -1.2574 4.9780 -2.05 -1.60 -0.13
H 2.7425 0.0199 5.3437 0.28 -0.33 -2.60
H 1.1023 1.2544 3.4259 1.99 -1.70 -0.86
H -4.6898 0.9159 2.1371 1.46 0.06 -0.49
H -2.6181 3.0395 -2.4479 -1.12 0.55 1.20
H -4.4751 3.0929 -2.1479 2.25 0.43 1.30
H -3.3984 4.5521 -1.6595 0.05 -2.58 0.20
H -1.3173 3.4470 1.7997 -0.96 0.63 -2.52
H -0.9465 4.0884 -0.0092 -1.43 -0.27 1.63
H -3.6606 5.1084 1.6062 2.33 0.25 -0.74
H -1.9734 5.6956 2.2645 -1.24 -0.76 -2.26
H -2.5050 6.1362 0.4751 -0.10 -1.63 1.55
H -4.6864 -1.5956 1.2133 0.77 0.75 -1.11
H -4.7997 0.9664 -1.8354 0.87 -1.71 1.82
H -5.1312 0.7118 -0.0191 1.62 -1.05 -1.99
H -5.3843 -2.1036 -1.2391 -0.10 2.04 -0.10
H -6.3008 -0.8543 -2.2990 1.58 -0.27 2.27
H -6.6559 -0.5833 0.8982 -0.75 -0.63 -1.95
H -7.5701 -1.9701 -0.0936 1.28 1.97 -0.05
H -8.8732 0.5425 -0.0648 1.71 -0.71 -1.42
H -7.4483 0.9912 -1.3492 -1.38 -1.42 1.57
H -8.6204 0.0397 -2.7850 -0.75 -1.28 1.97
H -1.7440 -0.1156 -3.8902 -0.92 -0.22 2.48
H -3.0031 0.9886 -3.0547 0.85 -2.75 0.43
H -3.7311 -2.1203 -4.2201 0.01 1.94 1.74
H -4.4767 0.7466 -5.1441 -1.29 -1.21 2.16
H -5.9633 -0.5233 -4.5205 2.56 -0.03 -1.12
H -3.5424 -2.9658 -1.9332 1.01 1.55 -0.16
H -1.6989 -2.8014 -3.2759 -0.46 1.47 0.96
H -0.7813 2.3478 -1.5224 2.29 -2.22 -0.09
H 1.4794 1.8737 -3.4553 -2.78 1.38 0.54
H -0.2827 1.7855 -4.4366 1.65 -2.05 1.82
H 1.0277 -0.7994 -4.5662 -0.70 -0.89 0.34
H 0.7383 -2.4784 -4.2312 -0.44 1.74 0.09
H 2.8323 -1.4463 -2.3844 -1.44 1.53 0.41
C 5.5994 -6.3743 -2.1797 -0.03 -0.22 0.04
O 4.3326 -6.2290 -1.5458 0.04 0.60 -0.39
C 3.8294 -4.8921 -1.6498 -0.54 -0.69 0.23
C 2.7446 -4.7915 -2.7262 0.69 0.06 -0.21
O 3.2926 -4.9864 -4.0329 -0.21 -0.16 0.34
C 3.0245 -6.2880 -4.5413 0.14 0.00 -0.20
H 5.8267 -7.4418 -2.2449 -0.11 0.14 0.10
H 5.5998 -5.9588 -3.1934 -0.01 0.02 0.13
H 6.3727 -5.8907 -1.5757 0.07 0.04 -0.10
H 4.6392 -4.1815 -1.8375 0.02 -0.01 -0.13
H 3.3823 -4.6472 -0.6783 0.00 0.04 -0.09
H 2.3242 -3.7806 -2.7065 -0.10 0.07 0.10
H 1.9285 -5.4986 -2.5340 0.15 0.05 0.06
H 1.9713 -6.3659 -4.8236 -0.06 -0.12 0.01
H 3.2693 -7.0668 -3.8137 -0.03 0.08 -0.01
H 3.6358 -6.4422 -5.4364 -0.09 0.16 0.18
C 5.2129 6.2195 5.1878 0.17 -0.08 -0.15
O 5.5280 4.8318 5.2383 -0.55 0.14 0.22
C 4.6696 4.1179 6.1356 0.34 -0.41 -0.59
C 3.5965 3.3372 5.3710 -0.10 0.46 0.35
O 2.6667 4.2206 4.7379 0.32 -0.13 -0.28
C 2.9094 4.3485 3.3418 -0.17 0.15 0.13
H 5.7552 6.6610 4.3472 0.00 -0.15 0.12
H 4.1416 6.3907 5.0354 0.09 -0.05 0.08
H 5.5435 6.7075 6.1092 -0.10 0.09 0.01
H 4.2198 4.7931 6.8688 -0.08 0.01 -0.08
H 5.3031 3.4039 6.6765 -0.10 0.04 -0.02
H 3.0255 2.7351 6.0855 0.04 -0.01 0.01
H 4.0477 2.6543 4.6408 0.03 0.14 0.06
H 2.6002 3.4352 2.8266 0.10 -0.10 -0.12
H 3.9625 4.5524 3.1295 -0.03 -0.05 0.02
H 2.3091 5.1813 2.9614 0.04 -0.10 0.18
```
Forces are in eV/Å.

Maximum force (eV Å⁻¹): 9.8
Charge: +1



Asked for LUMO across the records above, the calculation gives 0.7; 1.1; -2.3; -4.6 eV in order.
Asked for HOMO level across the records above, the calculation gives -8.681; -9.460; -11.615; -9.921 eV in order.
Asked for HOMO-LUMO gap across the records above, the calculation gives 0.3436; 0.3868; 0.3415; 0.1946 Eh in order.